DFT (wB97M-V/def2-TZVPD) results for C4H6N2O2 as an isolated structure.

Geometry as ORCA input:
```
! wB97M-V def2-TZVPD RIJCOSX def2/J DEFGRID3
* xyz 0 1
H 2.4372 -0.2087 0.1905
O -2.1430 -0.2602 -0.9388
H 2.0899 0.5211 2.4843
C 1.2464 -0.1508 0.0980
C -0.9066 -0.0006 -0.3566
H 0.6959 -0.9408 -2.7102
O 1.1937 1.2996 2.0724
H -1.3890 1.1519 1.5253
H -1.7863 -0.7359 -1.7417
N -0.7180 0.6286 0.9059
H 1.0098 -2.2445 -1.4345
C 0.2446 -0.4597 -0.8593
N 0.3017 -1.4657 -1.8711
C 0.6575 0.6114 1.0136
*
```

Values from the calculation:
- LUMO level: 0.219 eV
- Kohn-Sham gap: 7.5 eV
- HOMO level: -7.33 eV
- Calculated total energy: -415.9042 Ha

natural (NBO) atomic charges, in units of e:
1 H 0.215
2 O -0.673
3 H 0.476
4 C -0.400
5 C 0.413
6 H 0.376
7 O -0.666
8 H 0.440
9 H 0.499
10 N -0.578
11 H 0.386
12 C -0.053
13 N -0.859
14 C 0.421

DFT (wB97M-V/def2-TZVPD) results for one molecule with the formula C2H4N2OS.

Geometry as ORCA input:
```
! wB97M-V def2-TZVPD RIJCOSX def2/J DEFGRID3
* xyz 0 1
O -0.5423 2.2075 -0.0032
H 1.3620 1.4523 0.0174
H 1.5798 -0.8290 0.8352
C -1.3029 -0.6442 -0.0037
H -1.1591 -1.7302 -0.0337
C 0.2441 1.3103 0.0021
S -2.7562 0.0719 0.0041
H 1.6084 -0.8083 -0.8268
N 1.0230 -0.9656 0.0022
N -0.0567 -0.0647 0.0063
*
```

Values from the calculation:
- LUMO level: -0.033 eV
- SMILES: NN(C=O)C=S
- Kohn-Sham gap: 8.5 eV
- HOMO level: -8.49 eV
- Calculated total energy: -661.5000 Ha

natural (NBO) atomic charges, in units of e:
1 O -0.496
2 H 0.106
3 H 0.362
4 C -0.111
5 H 0.212
6 C 0.528
7 S 0.009
8 H 0.363
9 N -0.640
10 N -0.332

DFT (wB97M-V/def2-TZVPD) results for C52H75I2N3O28 as an isolated structure.

Geometry as ORCA input:
```
! wB97M-V def2-TZVPD RIJCOSX def2/J DEFGRID3
* xyz 0 1
H -2.9546 1.1041 -2.5550
H -5.6789 0.4725 -13.0411
H -6.2213 1.1789 -11.5057
H 1.7186 -2.1731 -4.9899
H 1.4575 -7.3212 10.5099
C -3.4414 -6.6497 4.7529
H 0.5804 7.1172 1.0320
H -2.3452 7.4456 -1.5745
O 2.1283 -6.0512 8.1252
H -3.0976 -2.6073 4.9500
C 2.5249 -5.9838 6.8190
C -5.3528 1.0217 -12.1516
C 2.6603 -0.3701 2.3349
C 0.0983 6.5052 -7.0096
H 0.5914 6.7915 -7.9429
O -0.6997 -4.6040 -0.7467
C 1.4278 -1.4796 2.1160
H 1.1817 7.8885 -0.4591
H -1.1640 5.9354 -0.1081
H 0.8767 8.8949 -6.1331
C -2.3442 1.7640 -3.1831
H 1.1556 -0.8770 8.9189
H -0.7935 -0.9427 7.5419
H 1.3271 -6.7193 4.3346
C 1.1351 5.3408 -1.4870
C 1.8532 -7.4163 8.3956
O 2.7882 -0.0347 7.7867
O -1.8483 8.7516 -3.4743
N -0.4551 -3.1677 3.2530
H -2.6722 3.4655 -4.4850
H 1.2309 -2.3269 7.2501
C -0.6555 0.5095 -3.9338
H -0.8230 -5.2656 2.8379
C -2.0376 0.3205 -11.2332
H -4.1940 -7.5691 4.6713
C 0.4652 2.5392 -11.2425
O -3.0427 0.3222 -12.1594
H 0.7878 -7.5951 8.2070
H 2.2198 -8.8384 9.9927
C 2.7126 -8.1265 7.3936
C 2.3987 -0.6835 5.1691
C -4.2191 -5.2059 4.8978
O -0.9441 -1.0433 10.7391
H -0.3642 -1.7040 -3.1946
C -1.5165 -1.0835 11.9796
H -2.7401 -6.8409 5.6887
C 1.9035 -2.7700 -4.0922
O 1.5662 5.8840 -0.3104
H 4.5372 -0.0391 1.0471
C 2.1986 -7.7568 9.8315
H -0.4633 5.5817 -7.1850
O -2.5337 0.4582 -9.9682
H -4.4926 0.4422 -9.2924
H -3.9412 1.9388 -10.0898
H 1.2823 2.8675 0.5778
C 2.3396 2.6885 0.0721
H 0.2690 -3.5205 6.1261
C -2.8470 -3.4732 5.7304
H 2.8313 -6.8643 3.2062
C 0.7406 4.0284 -11.1821
C 4.2652 1.0012 4.4723
O 1.7586 4.5166 -2.1360
H 1.1664 1.9766 -10.6195
C -0.0323 -4.6075 3.4434
H 0.1314 4.0651 -9.0873
H 1.0385 -7.2990 2.5070
H 1.4508 -0.5477 12.8260
C -3.8876 0.8440 -10.1105
C -4.2609 0.2517 -11.4360
H -0.0981 -4.9890 4.5570
H 0.9332 -0.9394 0.0976
C 0.7182 6.9853 -0.0453
H -1.2593 -1.0979 5.6353
H 0.0844 -2.2620 0.6319
C -0.1783 8.9403 -6.4279
C 1.6814 -6.6016 3.2027
H 2.2385 2.0707 -0.9179
O -1.2216 7.3515 -5.1745
H 2.3463 -4.4268 3.3653
H -1.5397 8.4972 -0.3930
C 1.4442 -4.9862 2.8399
C 0.6827 -2.1880 3.4352
O 0.4024 5.9056 -9.9402
N 4.4166 0.6015 5.9552
H -4.9871 1.9933 -12.5023
C -0.8330 7.5948 -6.5169
O -1.8752 1.0123 -4.2910
H 2.3544 -1.2776 10.1650
H -1.7195 -3.5756 7.7685
H -0.6089 3.0572 -2.9059
H -0.5583 2.3127 -10.9232
O -0.2245 1.0527 -2.7572
H 2.8495 3.7186 -0.2374
H 1.8322 4.5151 -9.3775
H 0.9571 -2.2058 12.3937
H -1.7384 7.6305 -7.1347
H -2.0677 -4.2509 5.3191
C 3.3908 1.9874 1.1429
C 0.4951 -2.3903 6.3417
C 0.6743 -3.5586 -3.6870
O -0.0846 5.8436 -1.8441
C 3.4296 0.3484 1.0703
O -0.0321 -0.3147 -4.5828
O -5.0310 -4.8218 3.8953
O -0.5733 -0.9712 12.9608
O -0.3430 4.7602 -11.7323
C -0.5536 6.5952 -0.7362
H -0.8816 8.2968 -2.0381
C -1.3690 8.5746 -4.5826
H 3.1683 -7.3334 10.1165
O 0.8219 -4.0755 -2.3742
N 1.0243 -1.8059 0.6866
I 5.6019 -1.1239 5.7576
O -4.0664 -4.2794 6.0685
C 0.8173 4.5619 -9.7833
O -0.9068 9.5724 -5.3925
H 2.7367 -3.4508 -4.2959
H -4.5406 -0.8041 -11.3378
H -1.1061 -2.6468 -4.5139
C -0.4244 -4.0784 -1.8130
C -0.4222 5.9292 -11.0286
C 1.1835 -1.7666 4.9745
O -1.1384 6.8697 -11.3316
H -3.0056 -2.0945 7.5576
H 3.7465 -8.2709 7.7282
C -1.3715 7.7825 -1.2037
C -1.0724 2.1540 -2.4921
H -0.2633 9.5047 -7.3613
C 3.1316 -0.0599 6.4964
H -4.1359 2.6143 -4.0214
H 2.2331 -2.1077 -3.2838
H -0.9955 -3.0111 2.3743
O 2.7163 -7.2315 6.2977
O -2.7134 -1.2067 12.1835
O -0.8521 0.2129 -11.5017
O -1.3203 -3.4131 -2.6004
C 0.6811 -1.1467 12.3302
H 2.9153 -0.0244 0.0874
H 2.2943 -9.0944 7.1016
C -2.1597 -2.7521 7.0348
H -1.2102 2.2859 -1.4149
H -2.8206 -6.6240 3.7432
C 3.1116 0.0079 3.8647
C 1.2967 -1.3502 9.8963
H 1.0306 -2.4060 9.7723
H 1.4992 -4.9223 1.6509
H 0.4922 0.4099 10.8503
I 5.4028 2.7453 0.5432
H 0.5191 -4.4012 -4.3716
C -0.5597 -2.7159 -3.5686
O 4.9972 1.9795 3.9339
H 3.0724 2.3690 2.2128
O 2.6894 -4.9447 6.2005
C 0.4140 -0.6809 10.9307
H 0.8615 6.2680 -6.2599
C -3.1621 2.9512 -3.6506
C -0.9692 -1.6582 6.6262
H 0.5558 2.1817 -12.2736
H 1.6442 4.2725 -11.7535
H -3.3304 3.6659 -2.8399
*
```

Values from the calculation:
- LUMO level: -1.071 eV
- Kohn-Sham gap: 7.0 eV
- HOMO level: -8.08 eV
- Calculated total energy: -4892.3121 Ha

Here are the Löwdin charges for atoms 1 to 99, given in e:
1 H 0.163
2 H 0.088
3 H 0.091
4 H 0.085
5 H 0.088
6 C -0.032
7 H 0.146
8 H 0.090
9 O 0.085
10 H 0.150
11 C -0.502
12 C -0.020
13 C -0.018
14 C -0.014
15 H 0.080
16 O 0.106
17 C -0.056
18 H 0.146
19 H 0.158
20 H 0.145
21 C -0.344
22 H 0.038
23 H 0.106
24 H 0.058
25 C -0.514
26 C -0.351
27 O -0.045
28 O 0.085
29 N -0.045
30 H 0.093
31 H 0.103
32 C -0.493
33 H 0.135
34 C -0.502
35 H 0.105
36 C -0.022
37 O 0.094
38 H 0.161
39 H 0.092
40 C -0.112
41 C -0.041
42 C -0.289
43 O 0.078
44 H 0.110
45 C -0.506
46 H 0.092
47 C -0.016
48 O 0.051
49 H 0.097
50 C -0.021
51 H 0.084
52 O 0.067
53 H 0.145
54 H 0.144
55 H 0.095
56 C -0.204
57 H 0.087
58 C -0.190
59 H 0.086
60 C -0.338
61 C -0.388
62 O 0.105
63 H 0.104
64 C -0.236
65 H 0.138
66 H 0.081
67 H 0.143
68 C -0.117
69 C -0.350
70 H 0.096
71 H 0.080
72 C -0.108
73 H 0.116
74 H 0.064
75 C -0.110
76 C -0.138
77 H 0.084
78 O 0.092
79 H 0.113
80 H 0.100
81 C -0.221
82 C -0.062
83 O 0.018
84 N -0.372
85 H 0.096
86 C -0.337
87 O 0.096
88 H 0.096
89 H 0.127
90 H 0.137
91 H 0.073
92 O 0.064
93 H 0.031
94 H 0.148
95 H 0.141
96 H 0.166
97 H 0.098
98 C -0.682
99 C -0.147

Question: What is the formula in the first record?
Answer: C4H6N2O2